Entry 1:
DFT (ωB97M-V/def2-TZVPD) results for the ion C4H4N3 with charge +1 in a non-equilibrium geometry.

```
11
C4H4N3, DFT ωB97M-V/def2-TZVPD
C -0.352 1.147 0.949
N 0.387 1.562 0.117
C 0.859 1.186 -1.143
N 0.913 -0.066 -1.297
C 0.481 -1.215 -0.574
N -0.277 -1.347 0.455
C -0.949 -0.283 1.227
H 1.118 1.935 -1.843
H 0.737 -2.058 -1.102
H -0.962 -0.327 2.377
H -1.953 -0.535 0.833
```

Its total charge is +1. As for the lowest unoccupied orbital energy: -7.0768 eV. The value obtained for the total energy is -8671.1165 eV. Its SMILES is C1#[N+]C=NC=NC1.

---

Entry 2:
DFT (ωB97M-V/def2-TZVPD) results for a structure of composition C33H44F29N12O25S11 in a non-equilibrium geometry.

```
154
C33H44F29N12O25S11, DFT ωB97M-V/def2-TZVPD
C -29.227 -5.274 9.186
C -28.977 -6.608 8.517
N -27.612 -7.147 8.679
C -27.310 -8.141 9.639
C -25.986 -8.204 9.598
N -25.529 -7.230 8.806
C -26.521 -6.591 8.234
C -24.140 -6.783 8.725
H -28.908 -5.305 10.237
H -30.328 -5.103 9.147
H -28.846 -4.433 8.580
H -29.173 -6.638 7.449
H -29.571 -7.367 9.057
H -28.108 -8.515 10.300
H -25.285 -8.857 10.092
H -26.459 -5.765 7.511
H -24.052 -6.031 9.574
H -24.061 -6.338 7.752
H -23.458 -7.591 8.907
C -29.287 -10.464 4.486
C -28.143 -9.939 5.308
N -26.981 -9.779 4.506
C -26.801 -8.885 3.493
C -25.473 -8.868 3.179
N -24.854 -9.807 3.994
C -25.797 -10.343 4.826
C -23.597 -10.401 3.881
H -29.029 -11.425 4.036
H -29.556 -9.680 3.730
H -30.108 -10.563 5.175
H -27.763 -10.672 5.996
H -28.396 -9.004 5.744
H -27.623 -8.259 3.208
H -24.847 -8.404 2.417
H -25.675 -11.109 5.608
H -23.470 -11.045 4.730
H -22.831 -9.690 3.862
H -23.562 -11.004 2.950
C -21.225 -1.486 1.943
C -21.447 -2.589 2.947
N -22.853 -3.159 3.007
C -23.788 -2.773 3.939
C -24.985 -3.216 3.511
N -24.756 -3.989 2.377
C -23.467 -3.919 2.071
C -25.831 -4.559 1.476
H -20.210 -1.120 1.916
H -21.883 -0.624 2.114
H -21.545 -1.798 0.914
H -21.158 -2.164 3.878
H -20.783 -3.472 2.797
H -23.449 -2.135 4.716
H -25.922 -3.282 4.033
H -23.018 -4.542 1.304
H -25.280 -5.261 0.791
H -26.244 -3.711 0.895
H -26.558 -5.110 2.058
C -32.074 -2.857 8.537
C -32.719 -3.709 9.613
N -31.974 -3.672 10.907
C -32.361 -4.441 12.004
C -31.418 -4.189 12.941
N -30.599 -3.208 12.507
C -30.965 -2.930 11.215
C -29.521 -2.606 13.319
H -32.069 -1.787 8.778
H -32.578 -2.869 7.529
H -31.094 -3.307 8.399
H -32.856 -4.780 9.395
H -33.800 -3.432 9.814
H -33.176 -5.100 12.095
H -31.325 -4.630 13.859
H -30.585 -2.247 10.494
H -29.285 -1.665 12.873
H -28.621 -3.207 13.238
H -29.735 -2.408 14.358
N -22.087 0.869 6.612
S -23.479 0.347 7.068
O -23.880 1.078 8.160
O -23.600 -1.047 6.990
F -24.387 0.899 5.864
S -21.496 0.545 5.211
O -22.544 0.195 4.341
O -20.335 -0.329 5.060
F -20.889 1.948 4.790
C -26.230 -13.636 7.392
F -26.682 -13.427 6.129
F -27.235 -14.121 8.109
F -25.295 -14.649 7.263
S -25.550 -11.999 7.944
O -25.362 -12.337 9.355
O -24.381 -11.916 7.117
O -26.538 -11.023 7.621
C -29.983 -4.850 4.814
F -30.196 -3.485 4.584
F -30.560 -5.059 5.979
F -30.653 -5.570 3.909
S -28.254 -5.325 4.860
O -27.893 -5.107 3.501
O -27.721 -4.387 5.816
O -28.296 -6.724 5.296
C -21.069 -7.750 0.779
F -20.323 -8.754 0.388
F -21.194 -7.711 2.139
F -20.373 -6.685 0.390
S -22.742 -7.818 0.133
O -23.305 -6.634 0.747
O -22.649 -7.799 -1.305
O -23.102 -9.123 0.666
C -25.838 -2.882 9.987
F -25.085 -3.352 9.020
F -25.319 -1.722 10.439
F -27.076 -2.708 9.604
S -25.767 -3.984 11.434
O -26.407 -3.192 12.477
O -26.550 -5.201 11.191
N -24.235 -4.138 11.577
S -23.480 -4.480 12.935
O -22.460 -3.477 13.225
O -24.237 -5.009 14.071
C -22.601 -6.049 12.467
F -22.199 -6.121 11.197
F -21.526 -6.187 13.205
F -23.374 -7.094 12.631
C -31.612 -9.027 12.873
F -31.652 -8.349 14.002
F -30.435 -9.772 12.974
F -32.690 -9.765 12.696
S -31.217 -7.860 11.537
O -32.474 -7.268 11.038
O -30.311 -7.014 12.228
N -30.502 -8.671 10.393
S -31.281 -9.682 9.419
O -32.630 -9.897 9.695
O -30.820 -9.440 8.116
C -30.461 -11.301 9.836
F -30.780 -12.191 8.967
F -29.136 -11.101 9.826
F -30.802 -11.851 11.028
C -36.621 -1.667 4.300
F -37.144 -1.600 3.081
F -35.753 -2.614 4.303
F -36.034 -0.417 4.412
S -38.044 -1.890 5.384
O -38.917 -0.851 4.954
O -38.324 -3.270 5.200
N -37.593 -1.568 6.835
S -36.297 -2.086 7.584
O -35.127 -1.680 6.896
O -36.392 -1.818 8.993
C -36.284 -3.900 7.484
F -35.983 -4.407 6.308
F -35.448 -4.416 8.426
F -37.507 -4.263 7.825
```

Its total charge is -3. As for the lowest unoccupied orbital energy: 4.1946 eV. The value obtained for the total energy is -301999.9149 eV.

---

Entry 3:
DFT (ωB97M-V/def2-TZVPD) results for a structure of composition C21H22LiNO2 in a non-equilibrium geometry.

```
47
C21H22LiNO2, DFT ωB97M-V/def2-TZVPD
C 2.243 -3.864 2.414
C 1.493 -2.613 2.819
C -0.006 -2.836 2.824
C 1.924 -2.193 4.211
O 1.849 -1.501 1.927
C 1.494 -1.633 0.620
N 1.688 -0.446 -0.063
C 1.132 -0.347 -1.212
C 1.348 0.754 -2.143
C 0.465 0.943 -3.223
C 0.656 1.994 -4.098
C 1.751 2.864 -3.929
C 2.646 2.664 -2.862
C 2.439 1.625 -1.956
O 1.063 -2.665 0.108
H 3.321 -3.670 2.448
H 2.011 -4.688 3.095
H 1.952 -4.147 1.400
H -0.515 -1.914 3.131
H -0.346 -3.132 1.829
H -0.263 -3.629 3.532
H 1.402 -1.285 4.529
H 1.683 -2.984 4.929
H 3.002 -2.011 4.262
H 0.386 -1.090 -1.542
H -0.376 0.243 -3.325
H -0.048 2.152 -4.922
H 1.905 3.689 -4.627
H 3.508 3.322 -2.729
H 3.112 1.438 -1.119
C 5.139 -0.126 -3.854
Li 4.769 -2.801 -5.084
C 5.007 -0.761 -2.599
C 3.845 -1.585 -2.657
C 3.296 -1.528 -3.975
C 4.144 -0.638 -4.745
C 4.086 -0.668 -6.138
C 3.225 -1.571 -6.755
C 2.383 -2.412 -6.015
C 2.402 -2.395 -4.624
H 5.814 0.660 -4.160
H 5.681 -0.661 -1.737
H 3.397 -2.208 -1.891
H 4.701 0.047 -6.685
H 3.168 -1.578 -7.846
H 1.665 -3.054 -6.541
H 1.701 -2.967 -3.998
```

Its total charge is 0. As for the lowest unoccupied orbital energy: -0.6084 eV. The value obtained for the total energy is -27923.8450 eV.

---

Entry 4:
DFT (ωB97M-V/def2-TZVPD) results for a cluster of 2 separate species, C3H3BrF2 in total in a non-equilibrium geometry.

```
9
C3H3BrF2, DFT ωB97M-V/def2-TZVPD
C 1.244 1.121 0.194
C 1.144 -0.212 0.107
C -1.512 -0.813 -0.204
F 2.077 -1.195 0.044
F -1.869 -1.799 0.614
Br -2.237 0.824 0.239
H 2.239 1.525 0.364
H 0.272 1.515 -0.120
H -1.357 -0.966 -1.238
```

Its total charge is 0. As for the lowest unoccupied orbital energy (alpha / beta): -0.0829 / -0.3866 eV. The value obtained for the total energy is -78631.6383 eV.

---

Entry 5:
DFT (ωB97M-V/def2-TZVPD) results for an isolated molecule of C17H23NO4 in a non-equilibrium geometry.

```
45
C17H23NO4, DFT ωB97M-V/def2-TZVPD
C 3.789 -1.899 -0.276
O 3.581 -1.093 0.892
C 2.436 -0.323 0.860
C 2.448 1.003 0.387
C 3.711 1.740 -0.071
C 1.206 1.655 0.193
O 1.167 2.907 -0.420
C 0.554 2.997 -1.733
C -0.882 3.373 -1.532
C -1.950 2.548 -1.723
C -1.875 1.121 -2.329
C -3.302 2.990 -1.265
C 0.021 1.104 0.657
C 0.062 -0.180 1.153
C 1.223 -0.907 1.260
C 0.843 -2.282 1.727
N -0.638 -2.221 1.844
C -1.443 -3.382 2.167
C -2.372 -3.812 0.999
O -3.585 -3.089 1.099
C -1.097 -0.941 1.513
O -2.256 -0.596 1.556
H 4.619 -2.590 -0.082
H 2.908 -2.503 -0.534
H 4.075 -1.315 -1.164
H 4.557 1.352 0.515
H 3.632 2.812 0.117
H 3.881 1.643 -1.153
H 1.012 3.766 -2.327
H 0.635 2.098 -2.280
H -1.134 4.363 -1.125
H -2.081 0.394 -1.561
H -0.915 0.916 -2.738
H -2.650 1.068 -3.175
H -3.505 2.631 -0.237
H -3.377 4.064 -1.237
H -4.093 2.591 -1.937
H -0.914 1.640 0.585
H 1.361 -2.469 2.684
H 1.194 -3.086 1.028
H -2.085 -3.230 3.046
H -0.791 -4.218 2.386
H -1.927 -3.688 -0.022
H -2.635 -4.848 1.121
H -3.410 -2.107 1.133
```

Its total charge is 0. As for the lowest unoccupied orbital energy: 0.5381 eV. The value obtained for the total energy is -27681.0474 eV. Its SMILES is COc1c(C)c(OCC=C(C)C)cc2c1CN(CCO)C2=O.

---

Entry 6:
DFT (ωB97M-V/def2-TZVPD) results for a cluster of 2 separate species, C4H12N2O2 in total in a non-equilibrium geometry.

```
20
C4H12N2O2, DFT ωB97M-V/def2-TZVPD
C 2.944 -0.858 1.050
C 2.981 -0.027 -0.228
N 1.765 -0.189 -1.032
C 0.542 0.382 -0.659
O -0.392 0.204 -1.423
C 0.518 1.430 0.409
N -0.667 2.305 0.178
H 1.853 -1.048 1.227
H 3.527 -1.778 1.087
H 3.131 -0.327 1.979
H 3.836 -0.191 -0.858
H 2.987 1.037 0.044
H 1.630 -0.846 -1.785
H 0.291 0.903 1.364
H 1.391 2.075 0.543
H -1.487 1.705 0.110
H -0.651 2.661 -0.770
O -6.352 -2.601 1.128
H -6.022 -3.330 1.641
H -6.347 -2.680 0.175
```

Its total charge is 0. As for the lowest unoccupied orbital energy: 0.8929 eV. The value obtained for the total energy is -11417.3509 eV. Its SMILES is CCNC(=O)CN.O.